C5H10N2O | wB97M-V/def2-TZVPD

Each line ends with the natural charge from an NBO analysis.
Geometry (Å):
C 3.17763 -1.06991 -0.24914  -0.384
C 2.10298 -0.26543 -0.20442  -0.182
C 0.75121 -0.73377 -0.64676  -0.462
C -0.32587 0.41899 -0.68314  -0.206
N -0.77598 0.50903 0.79698  -0.660
C -2.10724 0.81493 1.10026  0.775
N -3.10485 0.76692 0.14871  -0.826
O -2.24581 1.23023 2.24077  -0.656
H 3.37149 -2.05332 -0.86449  0.207
H 3.94861 -0.70145 0.31150  0.190
H 2.03432 0.55713 0.43152  0.183
H 0.39483 -1.34188 0.21546  0.238
H 0.91173 -1.26553 -1.62047  0.216
H 0.16775 1.28500 -0.94868  0.195
H -1.23716 0.07300 -1.26018  0.190
H -0.13721 0.77467 1.51619  0.409
H -4.06212 0.63002 0.38466  0.407
H -2.86434 0.37137 -0.66875  0.364

Values from the calculation:
energy: -10373.451 eV
E_HOMO: -9.3504 eV
LUMO: 0.8315 eV
energy above the lowest of the compared OMol25 structures with the same formula, charge and spin: 1.854 eV
Kohn-Sham gap: 10.18 eV



C2H8N5 | wB97M-V/def2-TZVPD

Each line ends with the natural charge from an NBO analysis.
Geometry (Å):
H 0.37268 -2.47043 -0.13209  0.429
N 0.89697 -1.62093 -0.03429  -0.733
C 0.79256 -0.42179 -0.11072  0.656
N 1.64405 0.57031 -0.04929  -0.421
N 3.01114 0.53733 0.09550  -0.623
N -0.73850 0.36519 -0.08303  -0.630
C -1.88916 -0.29353 0.07191  0.379
N -3.03520 0.26019 0.04514  -0.697
H 1.29522 1.45843 0.07489  0.387
H 3.61965 0.90610 -0.67810  0.385
H 3.23978 -0.39802 0.23667  0.375
H -0.74021 1.32116 0.18490  0.385
H -1.56374 -1.34106 0.14286  0.232
H -3.89960 -0.19771 0.24922  0.447
H -3.00565 1.32477 -0.01356  0.429

Values from the calculation:
energy: -9645.447 eV
E_HOMO: -12.7487 eV
LUMO: -3.3851 eV
energy above the lowest of the compared OMol25 structures with the same formula, charge and spin: 2.533 eV
total charge: +1
Kohn-Sham gap: 9.36 eV



C21H53CuN4O9 | wB97M-V/def2-TZVPD

Each line ends with the Löwdin spin population.
Geometry (Å):
Cu -1.60709 0.30115 3.68983  -0.002
O -0.89089 4.18782 -0.49872  0.016
C -0.91418 3.40401 0.56206  0.020
O -1.13175 2.20036 0.54855  0.450
O -0.78755 3.90086 1.70724  0.513
H -0.66020 4.96430 0.01651  0.003
C -5.70671 -3.18058 -1.14507  0.000
O -4.61061 -2.33592 -0.90161  0.000
C -3.99983 -1.73883 -2.07286  0.000
C -4.89185 -0.73740 -2.74056  0.000
N -4.31333 -0.30937 -4.01491  0.000
C -4.85448 0.93247 -4.58466  0.000
C -3.90908 2.10573 -4.16696  0.000
O -4.21663 3.19558 -5.00550  0.000
C -3.53419 4.42813 -4.68614  0.000
H -6.06494 -3.17209 -2.17449  0.000
H -6.61577 -2.81671 -0.66623  0.000
H -5.37820 -4.14167 -0.74951  0.000
H -3.52507 -2.46004 -2.73812  0.000
H -3.09061 -1.19838 -1.80955  0.000
H -4.91483 0.13560 -2.08830  0.000
H -5.91510 -1.10857 -2.79779  0.000
H -3.35339 -0.08862 -3.79156  0.000
H -5.88319 1.09036 -4.26077  0.000
H -4.82291 0.82949 -5.66932  0.000
H -2.88606 1.73889 -4.25050  0.000
H -4.04544 2.53935 -3.17627  0.000
H -2.50105 4.27243 -4.37553  0.000
H -3.93159 5.00100 -3.84828  0.000
H -3.49202 4.90423 -5.66576  0.000
C 3.57933 0.80226 -3.41690  0.000
O 4.62302 0.23993 -2.77048  0.000
C 4.51345 -1.10145 -2.51162  0.000
C 5.81294 -1.45333 -1.61577  0.000
N 7.08825 -1.56664 -2.38470  0.000
C 7.80438 -2.73150 -1.98656  0.000
C 9.09289 -2.77664 -2.76368  0.000
O 10.02898 -2.04001 -1.96494  0.000
C 11.27244 -1.71612 -2.57944  0.000
H 2.65763 0.40262 -2.99401  0.000
H 3.55712 0.67908 -4.49969  0.000
H 3.58180 1.84314 -3.09338  0.000
H 4.38639 -1.70517 -3.41022  0.000
H 3.61711 -1.29278 -1.92163  0.000
H 5.68360 -2.37354 -1.04602  0.000
H 5.80865 -0.82451 -0.72547  0.000
H 7.65486 -0.73544 -2.29449  0.000
H 7.12320 -3.54499 -2.23620  0.000
H 8.11239 -2.66583 -0.94305  0.000
H 9.00842 -2.17334 -3.66756  0.000
H 9.38044 -3.81818 -2.90722  0.000
H 11.86428 -2.63117 -2.55674  0.000
H 11.68978 -0.98371 -1.88842  0.000
H 11.13316 -1.37073 -3.60385  0.000
C -7.26166 0.82705 2.48026  0.000
C -5.77748 1.13753 2.95078  0.000
C -5.64278 2.11635 4.16896  0.000
O -4.27025 2.26171 4.58100  0.000
C -4.02363 3.13650 5.68385  0.000
N -5.07208 -0.07479 3.12329  0.000
H -7.80066 1.63381 1.98355  0.000
H -7.84033 0.35369 3.27346  0.000
H -7.15347 0.08088 1.69309  0.000
H -5.28172 1.79956 2.24083  0.000
H -6.25405 1.71755 4.97854  0.000
H -5.95524 3.08468 3.77806  0.000
H -4.73013 2.89369 6.47757  0.000
H -4.21377 4.14446 5.31509  0.000
H -2.98159 2.94310 5.93846  0.000
H -5.60558 -0.75141 3.65023  0.000
H -5.15034 -0.64709 2.29477  0.000
C 3.96301 0.26899 4.21888  0.000
C 2.50000 -0.16081 3.94471  0.000
C 2.32912 -1.65312 3.70032  0.000
O 0.97374 -2.02144 3.29959  0.000
C 0.78480 -3.42895 3.06106  0.000
N 1.55483 0.38230 4.90710  0.000
H 4.38814 -0.34535 5.01258  0.000
H 3.94011 1.31192 4.53489  0.000
H 4.67615 0.09201 3.41377  0.000
H 2.16737 0.14448 2.95261  0.000
H 2.83238 -2.20786 4.49222  0.000
H 2.93939 -2.04680 2.88749  0.000
H -0.21694 -3.43324 2.63144  0.000
H 0.69426 -3.99244 3.98971  0.000
H 1.50294 -3.84962 2.35720  0.000
H 1.92585 1.18131 5.40108  0.000
H 1.43365 -0.20418 5.72040  0.000

Values from the calculation:
energy: -91647.686 eV
⟨S²⟩: 0.758
E_HOMO (spin up / spin down): -10.0378 / -10.0378 eV
spin multiplicity: 2
LUMO (spin up / spin down): -4.9589 / -6.1860 eV
total charge: +1
Kohn-Sham gap (spin up / spin down): 5.08 / 3.85 eV



C21H34N5O4S4SeTi | wB97M-V/def2-TZVPD

Each line ends with the Löwdin spin population.
Geometry (Å):
Ti 0.30365 0.40382 0.33654  0.954
C -1.78741 5.37913 1.98797  0.001
C -0.86772 4.16828 2.01779  0.002
S -1.45271 2.58149 1.33749  0.007
C -3.23944 2.28331 1.73546  0.002
C -4.18958 2.72716 0.64269  0.000
S -3.52340 2.66628 -1.03066  0.000
C -2.47710 4.13903 -1.24095  0.000
C -2.94818 5.48217 -0.66549  0.000
S -1.71782 6.27164 0.37915  0.000
H -1.41659 6.13628 2.69787  0.000
H -2.79881 5.12462 2.25755  0.000
H -0.58071 3.90582 3.04664  0.000
H 0.06951 4.39690 1.45094  0.000
H -3.55140 2.71989 2.67736  0.000
H -3.28200 1.18941 1.83714  0.000
H -4.59182 3.74041 0.89273  0.000
H -5.02556 2.03156 0.53162  0.000
H -2.35928 4.20923 -2.33101  0.000
H -1.48349 3.88109 -0.86922  0.000
H -3.86027 5.33363 -0.08765  0.000
H -3.17517 6.19273 -1.48749  0.000
C 6.10265 -4.68889 0.45291  0.000
C 5.24995 -3.54467 0.92017  0.000
C 5.90820 -2.37665 1.23066  0.000
C 5.18764 -1.22649 1.59389  0.000
C 3.79940 -1.25779 1.71916  0.000
C 3.18011 -2.53742 1.53431  0.000
C 3.88670 -3.65439 1.12707  0.000
S 2.87105 0.23918 1.72122  0.002
O 3.40203 1.06148 2.78238  0.000
O 2.65866 0.74192 0.35354  0.008
N 1.31413 -0.20760 1.89680  -0.001
C 0.61669 -0.65344 3.13231  -0.001
C -0.90517 -0.51715 2.82702  0.003
O -1.75792 -0.75947 3.66217  0.009
O -1.13810 -0.17928 1.54721  0.006
H 6.70144 -5.16726 1.22013  0.000
H 6.85220 -4.31212 -0.29390  0.000
H 5.48896 -5.46636 -0.01691  0.000
H 6.99896 -2.36280 1.09466  0.000
H 5.77162 -0.31988 1.73208  0.000
H 2.09865 -2.63607 1.78370  0.000
H 3.37569 -4.61576 0.94307  0.000
H 0.91249 -0.01799 3.98075  0.000
H 0.85000 -1.69829 3.39110  0.000
C -2.68759 -2.14175 -0.11213  0.000
N -2.21409 -1.60358 -1.40154  0.001
C -3.20368 -1.10438 -2.37449  0.000
C -0.88820 -1.68487 -1.74039  0.002
N 0.12126 -1.31526 -0.91760  0.010
N -0.63845 -2.12627 -3.03353  -0.001
C -1.40503 -3.21898 -3.63289  0.000
C 0.35566 -1.55176 -3.92346  0.000
H -3.75394 -2.42722 -0.21880  0.000
H -2.55408 -1.37301 0.64958  0.000
H -2.06037 -3.00015 0.12225  0.000
H -3.72520 -0.19049 -1.99810  0.000
H -3.97291 -1.88933 -2.60075  0.000
H -2.70518 -0.86104 -3.33906  0.000
H 1.02547 -1.64650 -1.25109  0.004
H -2.01982 -3.67144 -2.87681  0.000
H -0.68193 -3.94438 -4.05048  0.000
H -2.07931 -2.92553 -4.45430  0.000
H 1.37687 -1.77005 -3.61943  0.000
H 0.27443 -0.44429 -3.99841  0.000
H 0.24043 -1.97370 -4.94534  0.000
Se 0.82846 1.80170 -1.81421  -0.009
C 2.11397 0.58888 -2.32491  0.000
N 2.78249 -0.33327 -2.59605  0.001

Values from the calculation:
energy: -169772.415 eV
⟨S²⟩: 0.753
E_HOMO (spin up / spin down): -7.9074 / -8.2225 eV
spin multiplicity: 2
LUMO (spin up / spin down): 0.3611 / 0.4048 eV
energy above the lowest of the compared OMol25 structures with the same formula, charge and spin: 0.270 eV
Kohn-Sham gap (spin up / spin down): 8.27 / 8.63 eV



C31H35ClN2Si2Tb | wB97M-V/def2-TZVPD

Each line ends with the Löwdin spin population.
Geometry (Å):
C -1.27105 -0.53771 5.84086  -0.019
C -2.26465 -0.02723 4.93016  -0.014
C -2.41140 -0.98129 3.87485  -0.014
H -2.88890 0.86157 5.08272  0.000
C -1.50163 -2.06358 4.10903  -0.013
C -0.78021 -1.79675 5.31807  -0.014
H -0.07014 -2.46518 5.82383  0.000
H -1.08395 -0.16617 6.85427  0.000
H -3.11743 -0.90455 3.04176  0.001
H -1.36505 -2.92729 3.45050  0.000
Tb -0.08769 -0.07009 3.78014  6.124
Si 2.25894 0.18808 -3.38518  0.000
C 1.61068 1.69267 -4.28557  0.000
C 2.29762 2.29343 -5.34906  0.000
H 3.26584 1.89572 -5.65927  0.000
C 1.72874 3.38576 -6.00639  0.000
H 2.25563 3.82892 -6.84534  0.000
C 0.49243 3.89803 -5.59300  0.000
H 0.05566 4.76000 -6.09371  0.000
C -0.19716 3.29144 -4.54064  0.000
H -1.16998 3.66643 -4.22290  0.000
C 0.35291 2.18152 -3.89964  0.000
H -0.19819 1.68395 -3.09751  0.000
C 1.86407 -1.31490 -4.43209  0.000
C 0.79463 -1.23407 -5.34290  0.000
H 0.37806 -0.25565 -5.60958  0.000
C 0.25540 -2.40413 -5.88822  0.000
H -0.58865 -2.33011 -6.56959  0.000
C 0.79633 -3.64777 -5.55668  0.000
H 0.33757 -4.55805 -5.93745  0.000
C 1.93859 -3.71373 -4.75224  0.000
H 2.41007 -4.66999 -4.54928  0.000
C 2.48460 -2.55609 -4.19772  0.000
H 3.37981 -2.59904 -3.57258  0.000
H 1.30393 0.06585 -2.30807  0.000
Si 0.05782 0.14937 0.91456  -0.015
C -0.62868 -1.48190 0.37824  0.000
C -1.75610 -1.54849 -0.45734  0.000
H -2.19492 -0.63620 -0.86960  0.000
C -2.34002 -2.78669 -0.74992  0.000
H -3.23149 -2.82510 -1.38061  0.000
C -1.79783 -3.97703 -0.24749  0.000
H -2.23962 -4.93884 -0.52198  0.000
C -0.64737 -3.90441 0.54376  0.000
H -0.20879 -4.82134 0.92392  0.000
C -0.05435 -2.68110 0.83971  0.001
H 0.86150 -2.67322 1.43132  0.000
C -1.05196 1.50746 0.31835  0.000
C -2.27465 1.72129 0.99703  0.001
H -2.52821 1.10877 1.87389  0.001
C -3.14004 2.73122 0.56612  0.000
H -4.07630 2.90285 1.09132  0.000
C -2.81036 3.52898 -0.53817  0.000
H -3.49838 4.29301 -0.89988  0.000
C -1.59389 3.32410 -1.18948  0.000
H -1.32972 3.94060 -2.04299  0.000
C -0.69422 2.34873 -0.74078  0.000
H 0.29414 2.24311 -1.19095  0.000
H 3.64697 0.30716 -2.77135  0.000
Cl 1.99443 0.46028 0.21184  -0.001
N 0.40405 1.64543 5.44122  -0.017
C 1.49208 1.34334 6.42876  -0.001
C 2.19948 0.04518 6.12708  0.000
N 2.12799 -0.25361 4.65866  -0.019
H 0.64700 2.51880 4.97920  0.000
H -0.43577 1.92112 5.95759  0.000
H 2.20510 2.16909 6.38897  0.000
H 1.10946 1.26429 7.45089  0.000
H 3.26016 0.09536 6.40348  0.000
H 1.73734 -0.79297 6.66284  0.000
H 2.69029 0.44622 4.15597  0.000
H 2.53943 -1.16485 4.44424  0.000

Values from the calculation:
energy: -86402.579 eV
⟨S²⟩: 12.710
E_HOMO (spin up / spin down): -9.7380 / -9.6173 eV
spin multiplicity: 7
LUMO (spin up / spin down): -3.4558 / -3.1675 eV
energy above the lowest of the compared OMol25 structures with the same formula, charge and spin: 0.000 eV
total charge: +1
Kohn-Sham gap (spin up / spin down): 6.28 / 6.45 eV



C5H8N2O3 | wB97M-V/def2-TZVPD

Each line ends with the natural charge from an NBO analysis.
Geometry (Å):
C -3.45851 -0.15947 -0.48652  1.040
C 1.51926 -0.16745 -1.03257  -0.298
C 1.32257 1.26677 -0.63695  -0.225
C 0.65632 -0.17882 1.60518  -0.318
C -0.27388 -0.72773 0.57353  0.217
N 0.43014 -1.11805 -0.59224  -0.608
N 0.22525 1.11856 1.20707  -0.087
O -4.27223 0.42719 0.06108  -0.512
O -2.69832 -0.76712 -1.03079  -0.525
O -1.00720 0.53658 0.57110  -0.458
H 1.56433 -0.22148 -2.10143  0.221
H 2.42564 -0.41007 -0.57511  0.194
H 2.34311 1.79598 -0.50097  0.199
H 0.51810 1.86959 -0.91679  0.204
H 0.26479 -0.31959 2.70585  0.192
H 1.70178 -0.25137 1.66254  0.204
H -0.95720 -1.56814 0.81789  0.188
H -0.30395 -1.12537 -1.33087  0.373

Values from the calculation:
energy: -14432.534 eV
E_HOMO (spin up / spin down): -8.3935 / -8.3965 eV
LUMO (spin up / spin down): 0.5625 / 0.5629 eV
energy above the lowest of the compared OMol25 structures with the same formula, charge and spin: 5.211 eV
Kohn-Sham gap (spin up / spin down): 8.96 / 8.96 eV



energy of number 2 (C2H8N5)?
-9645.447 eV



energy of number 1 (C5H10N2O)?
-10373.451 eV